Record 1
{"formula": "H4INP2", "method": "ωB97M-V/def2-TZVPD", "homo_ev": [-8.9, -8.9], "e_above_lowest_kj_mol": 104.0, "homo_lumo_gap_ev": [6.716, 6.715], "symbols": ["N", "P", "P", "I", "H", "H", "H", "H"], "coordinates": [[1.2489, -1.5072, 0.9523], [-1.4469, 0.0784, 0.3429], [0.5841, -0.4399, -0.0867], [1.0234, 2.2981, -1.4556], [0.5744, -1.6055, 1.6911], [-1.1318, 1.4514, 0.9698], [-1.7463, 0.6129, -1.0637], [0.8941, -0.8882, -1.3501]], "forces_ev_per_angstrom": [[-0.917, 1.949, -2.421], [-1.131, 2.174, -0.684], [1.657, -0.686, 0.829], [0.120, -1.219, 0.848], [-0.067, 0.181, 1.076], [-0.243, -1.860, -1.038], [0.560, -0.587, 1.857], [0.020, 0.048, -0.468]]}


Record 2
{"formula": "C42H26IN6O6Pb", "method": "ωB97M-V/def2-TZVPD", "homo_ev": -5.4, "e_above_lowest_kj_mol": 130.0, "charge": -1, "homo_lumo_gap_ev": 6.951, "symbols": ["Pb", "O", "C", "N", "C", "C", "C", "C", "C", "C", "N", "C", "O", "C", "C", "C", "C", "C", "N", "C", "C", "C", "C", "C", "N", "H", "H", "H", "H", "H", "H", "H", "H", "H", "H", "H", "H", "I", "C", "C", "C", "C", "C", "C", "C", "C", "C", "C", "H", "H", "H", "H", "H", "H", "N", "C", "C", "C", "C", "C", "C", "C", "H", "H", "H", "H", "O", "C", "O", "C", "C", "C", "C", "C", "C", "N", "O", "O", "H", "H", "H", "H"], "coordinates": [[0.1924, 0.3439, -0.0426], [0.4705, 1.4819, 4.3418], [0.3913, 0.8629, 3.2807], [0.6109, 1.3783, 2.0606], [0.3825, 2.7389, 1.8622], [1.2111, 3.7824, 2.2444], [0.8148, 5.0921, 2.0170], [-0.3937, 5.3631, 1.3849], [-1.2071, 4.3287, 0.9512], [-0.8283, 3.0084, 1.1888], [-1.4870, 1.8907, 0.7155], [-2.7809, 1.6447, 0.6713], [-3.7060, 2.2865, 1.1738], [-3.0970, 0.3717, -0.0874], [-4.4253, 0.0845, -0.3754], [-4.7259, -1.0600, -1.0920], [-3.6904, -1.8982, -1.4831], [-2.3920, -1.5444, -1.1586], [-2.1120, -0.4305, -0.4840], [-0.0875, -0.5722, 3.3733], [0.2029, -1.3220, 4.5069], [-0.3577, -2.5787, 4.6436], [-1.2177, -3.0403, 3.6563], [-1.4611, -2.2204, 2.5696], [-0.9115, -1.0195, 2.4275], [2.1310, 3.5641, 2.7709], [1.4365, 5.9098, 2.3606], [-0.7065, 6.3903, 1.2425], [-2.1550, 4.5249, 0.4675], [-5.1742, 0.7828, -0.0313], [-5.7507, -1.2890, -1.3552], [-3.8844, -2.8067, -2.0358], [-1.5341, -2.1262, -1.4707], [0.8556, -0.9005, 5.2579], [-0.1368, -3.1886, 5.5103], [-1.6937, -4.0081, 3.7353], [-2.1185, -2.5387, 1.7667], [-1.5917, 2.3966, -2.5673], [0.3139, 3.2287, -2.8966], [0.3263, 4.3404, -3.6935], [1.5397, 4.8949, -4.1261], [2.7094, 4.2789, -3.8009], [2.7294, 3.1424, -2.9628], [3.9645, 2.5258, -2.6660], [4.0216, 1.4288, -1.8667], [2.8370, 0.9393, -1.2845], [1.6239, 1.5278, -1.5011], [1.5082, 2.6118, -2.4193], [-0.6053, 4.7869, -4.0126], [1.5324, 5.7833, -4.7436], [3.6539, 4.6494, -4.1813], [4.8639, 2.9359, -3.1093], [4.9589, 0.9269, -1.6646], [2.9116, 0.0523, -0.6742], [4.9472, -4.8408, 3.0476], [4.2694, -4.0789, 2.5139], [3.4292, -3.1287, 1.8567], [2.5101, -3.5533, 0.8976], [1.6825, -2.6313, 0.2752], [1.7507, -1.2975, 0.6308], [2.7027, -0.8599, 1.5438], [3.5462, -1.7711, 2.1571], [2.4505, -4.6042, 0.6447], [1.0040, -2.9482, -0.5053], [2.7881, 0.1916, 1.7844], [4.2964, -1.4338, 2.8608], [2.3106, -1.9595, -2.5886], [1.3019, -1.2916, -2.8066], [0.2528, -1.1961, -2.0876], [1.2843, -0.4324, -4.0762], [0.0783, -0.0658, -4.6594], [0.0491, 0.7792, -5.7620], [1.2283, 1.2808, -6.2786], [2.4317, 0.9102, -5.6892], [2.4716, 0.0484, -4.6033], [3.6722, 1.4508, -6.2227], [4.7078, 1.2200, -5.6235], [3.6194, 2.1158, -7.2464], [-0.8354, -0.4496, -4.2270], [-0.8986, 1.0654, -6.1990], [1.2385, 1.9527, -7.1239], [3.4159, -0.2387, -4.1636]], "forces_ev_per_angstrom": [[0.416, 0.210, 0.320], [0.002, -0.112, 0.068], [0.061, 0.424, 0.028], [0.389, -0.837, -0.279], [-0.306, 0.322, -0.031], [-0.038, -0.026, 0.111], [-0.025, 0.079, 0.000], [0.072, -0.007, 0.036], [-0.150, -0.106, 0.020], [0.187, 0.472, 0.148], [0.375, -0.825, -0.665], [0.386, 0.321, 0.356], [-0.125, -0.024, -0.227], [-0.269, -0.041, 0.055], [0.018, -0.002, -0.004], [0.114, 0.037, -0.004], [-0.085, 0.045, 0.077], [0.016, -0.191, -0.099], [0.410, -0.069, -0.066], [-0.173, -0.115, -0.007], [0.128, -0.032, 0.073], [0.013, 0.059, -0.053], [-0.008, 0.003, 0.079], [0.018, -0.067, -0.043], [0.282, 0.178, -0.346], [-0.001, -0.034, -0.020], [0.026, -0.009, -0.025], [0.002, -0.008, -0.049], [0.011, 0.001, -0.027], [0.003, -0.002, 0.015], [-0.010, -0.032, 0.036], [0.058, -0.001, -0.024], [-0.057, 0.001, 0.005], [-0.013, 0.024, 0.003], [0.009, 0.001, 0.004], [0.006, -0.015, -0.043], [-0.040, -0.013, 0.006], [0.237, 0.177, -0.114], [-0.225, -0.157, 0.104], [-0.079, -0.055, 0.065], [0.118, 0.043, -0.070], [0.057, 0.072, -0.063], [-0.387, -0.106, 0.146], [0.223, -0.029, 0.054], [0.029, 0.035, -0.108], [-0.054, 0.186, -0.043], [-0.629, -0.350, 0.529], [0.133, 0.190, -0.064], [-0.020, -0.045, -0.001], [0.003, -0.013, -0.033], [0.011, 0.012, 0.018], [-0.009, 0.008, -0.018], [0.021, 0.009, -0.034], [0.070, 0.066, 0.008], [-0.061, 0.046, -0.034], [0.260, -0.262, 0.176], [-0.208, 0.287, -0.249], [0.050, -0.021, 0.080], [-0.190, -0.059, -0.070], [-0.834, 0.537, 0.170], [-0.064, -0.098, 0.091], [0.075, -0.039, -0.042], [-0.002, 0.012, -0.012], [-0.003, 0.005, 0.060], [-0.059, 0.004, 0.074], [-0.022, -0.032, 0.034], [-0.062, -0.017, 0.048], [0.234, 0.143, -0.421], [-0.215, -0.089, 0.065], [-0.203, -0.053, 0.240], [0.068, -0.018, -0.029], [-0.014, -0.066, 0.076], [0.196, 0.129, -0.137], [-0.639, -0.295, 0.275], [0.296, 0.030, -0.142], [0.477, 0.218, -0.179], [-0.156, -0.014, -0.042], [-0.060, -0.075, 0.129], [-0.029, 0.061, 0.032], [0.012, 0.008, -0.029], [-0.009, 0.019, 0.010], [-0.037, -0.015, 0.022]]}